(1)
C39H45N11S2Se2Sm | ωB97M-V/def2-TZVPD

CARTESIAN COORDINATES (ANGSTROEM)
Sm -0.60 -0.55 1.46
N -0.66 0.92 3.59
C -1.82 0.67 4.44
C -3.18 0.54 3.76
N -3.12 -0.09 2.44
C -3.84 -1.36 2.45
C -3.08 -2.52 3.18
N -1.67 -2.51 2.67
H 0.14 0.92 4.17
H -0.67 1.88 3.25
H -1.92 1.50 5.15
H -1.59 -0.23 4.97
H -3.58 1.57 3.72
H -3.67 -0.09 4.47
H -3.60 0.63 1.92
H -4.09 -1.59 1.42
H -4.81 -1.22 2.96
H -3.47 -3.50 3.13
H -3.11 -2.23 4.24
H -1.53 -3.15 1.89
H -0.96 -2.75 3.36
S -1.10 2.26 0.80
C -0.37 2.53 -0.79
N -0.82 3.36 -1.66
C -0.14 3.54 -2.88
C 1.39 3.44 -2.78
N 1.67 2.14 -2.14
C 2.88 1.41 -2.62
C 2.51 0.33 -3.70
C 2.35 0.69 -5.01
C 2.20 -0.18 -6.02
C 2.28 -1.52 -5.67
C 2.51 -1.94 -4.37
C 2.62 -1.03 -3.37
C 0.92 1.73 -1.13
S 1.51 0.44 -0.27
C -2.14 4.01 -1.54
C -2.04 5.52 -1.49
C -1.52 6.07 -0.31
C -1.62 7.46 -0.05
C -2.09 8.28 -1.06
C -2.45 7.72 -2.32
C -2.46 6.34 -2.51
H -0.42 4.49 -3.30
H -0.33 2.66 -3.54
H 1.85 4.24 -2.22
H 1.79 3.48 -3.78
H 3.26 0.97 -1.73
H 3.57 2.14 -3.00
H 2.43 1.73 -5.43
H 1.93 0.21 -6.98
H 2.19 -2.18 -6.51
H 2.57 -3.03 -4.16
H 2.82 -1.28 -2.35
H -2.66 3.62 -0.65
H -2.66 3.71 -2.43
H -1.26 5.39 0.54
H -1.29 7.81 1.00
H -2.20 9.37 -0.82
H -2.62 8.33 -3.18
H -2.76 5.84 -3.43
Se -0.35 -4.79 -5.51
N -1.51 -3.54 -4.85
C -1.18 -3.35 -3.57
C -1.90 -2.41 -2.70
C -3.09 -1.78 -3.05
C -3.51 -0.74 -2.27
C -2.81 -0.44 -1.11
N -1.74 -1.12 -0.75
C -1.23 -2.12 -1.48
C -0.03 -2.88 -1.01
N 0.36 -2.62 0.22
C 1.47 -3.24 0.64
C 2.13 -4.21 -0.10
C 1.53 -4.63 -1.28
C 0.52 -3.90 -1.83
C -0.09 -4.09 -3.13
N 0.46 -4.95 -3.91
H -3.57 -2.01 -3.99
H -4.33 -0.14 -2.63
H -3.00 0.48 -0.60
H 1.77 -3.00 1.65
H 3.09 -4.60 0.22
H 1.94 -5.49 -1.83
C 1.67 -4.04 5.90
N 2.84 -3.33 5.42
C 4.17 -3.52 5.76
C 4.86 -2.63 5.06
N 3.99 -1.86 4.33
C 4.38 -0.91 3.30
C 2.72 -2.27 4.65
Se 1.19 -1.30 4.14
H 1.91 -4.45 6.90
H 1.46 -4.73 5.14
H 0.78 -3.41 5.99
H 4.50 -4.31 6.40
H 5.95 -2.55 4.90
H 4.28 -1.47 2.34
H 5.36 -0.52 3.40
H 3.60 -0.13 3.45

Values from the calculation:
Total charge   +3
Expectation value of S²   8.76
ΔE to the lowest compared entry with this formula, charge and spin   255.6 kJ/mol
DFT total energy   -227812.0013 eV
Multiplicity   6
M   1040.28 g mol⁻¹
E_LUMO (spin up / spin down)   -0.3076 / -0.3070 hartree

Mulliken atomic charge list, values in e, 8 entries: Sm 0.63; N -0.28; C -0.47; C -0.87; N 0.05; C -0.84; C -0.69; N -0.31


(2)
C26H28CeN4O5S2 | ωB97M-V/def2-TZVPD

CARTESIAN COORDINATES (ANGSTROEM)
Ce 2.91 -0.59 20.03
C 6.11 -0.61 22.10
N 5.34 -1.64 21.44
C 6.19 -2.29 20.42
C 6.28 -1.53 19.06
N 5.05 -1.61 18.33
C 4.78 -2.98 17.84
C 4.98 -0.62 17.23
C 4.87 -1.03 15.87
C 4.78 -0.11 14.83
C 4.79 1.24 15.16
C 4.92 1.64 16.48
C 4.94 0.76 17.54
S 4.93 1.41 19.18
C 4.61 -2.47 22.33
C 5.00 -3.80 22.49
C 4.22 -4.73 23.17
C 3.07 -4.28 23.81
C 2.73 -2.95 23.74
C 3.47 -2.01 23.01
S 2.86 -0.31 22.89
H 7.03 -0.97 22.54
H 5.50 -0.13 22.89
H 6.47 0.15 21.40
H 5.84 -3.27 20.19
H 7.24 -2.42 20.85
H 7.08 -1.94 18.45
H 6.46 -0.43 19.19
H 5.59 -3.23 17.12
H 3.80 -2.99 17.35
H 4.79 -3.68 18.66
H 4.92 -2.08 15.57
H 4.79 -0.45 13.79
H 4.78 2.02 14.40
H 4.94 2.74 16.70
H 5.87 -4.17 21.98
H 4.43 -5.80 23.19
H 2.51 -5.02 24.35
H 1.86 -2.64 24.26
O 0.50 -1.59 20.22
C 0.01 -2.70 20.09
C 0.67 -3.94 19.87
C -0.13 -5.04 19.61
C 0.39 -6.27 19.36
C 1.79 -6.41 19.29
C 2.60 -5.36 19.57
C 2.11 -4.06 19.88
O 2.85 -3.07 20.03
N -0.49 -7.38 18.97
O -1.69 -7.17 18.99
O -0.02 -8.44 18.64
H -1.13 -2.83 20.15
H -1.22 -4.90 19.57
H 2.19 -7.38 19.01
H 3.64 -5.48 19.62
N 1.66 1.51 16.55
C 1.39 0.68 17.58
O 1.92 -0.44 17.67
C 0.39 1.15 18.60
C 1.18 1.39 19.91
H 2.44 1.32 15.94
H 1.25 2.41 16.54
H -0.22 0.25 18.74
H -0.25 1.95 18.24
H 0.46 1.42 20.73
H 1.64 2.35 19.78

Values from the calculation:
Total charge   -1
Expectation value of S²   0.75
ΔE to the lowest compared entry with this formula, charge and spin   0.0 kJ/mol
DFT total energy   -78216.3537 eV
Multiplicity   2
M   680.78 g mol⁻¹
E_LUMO (spin up / spin down)   0.0818 / 0.0818 hartree

Mulliken atomic charge list, values in e, 8 entries: Ce 1.20; C -1.21; N 1.27; C -0.99; C -1.16; N 1.35; C -1.57; C 0.38


(3)
C27H43F9O3STa | ωB97M-V/def2-TZVPD

CARTESIAN COORDINATES (ANGSTROEM)
C -0.35 -4.31 0.71
C -1.10 -3.64 -0.49
O -0.82 -2.26 -0.67
C -1.29 -1.46 0.44
C -0.01 -0.96 1.25
O -0.11 0.39 1.71
Ta 1.27 1.70 0.83
S 2.91 3.39 -0.23
C 0.94 0.89 -1.30
C 0.22 2.02 -2.17
C -0.16 1.51 -3.62
C -1.43 2.25 -4.21
C -2.62 1.27 -4.53
C -2.23 0.09 -5.50
C -3.17 -1.16 -5.31
C -4.70 -0.80 -5.36
O -5.49 -1.95 -4.96
C -5.34 -3.02 -5.90
C 3.09 0.33 1.26
C 3.59 -0.54 0.06
C 4.68 -1.61 0.34
F 4.19 -2.86 -0.07
F 5.75 -1.37 -0.53
C 5.30 -1.69 1.77
F 6.44 -2.49 1.63
F 5.81 -0.51 2.23
C 4.42 -2.44 2.86
F 4.94 -3.71 3.04
F 3.13 -2.63 2.50
C 4.54 -1.78 4.30
F 3.88 -2.58 5.20
F 4.00 -0.56 4.37
F 5.84 -1.80 4.70
C 1.61 2.88 2.82
C 0.35 2.96 3.73
C 0.57 3.03 5.17
C -0.55 3.06 6.08
C -1.90 3.03 5.61
C -3.13 3.02 6.55
C -2.14 3.01 4.18
C -1.02 2.97 3.29
H -0.65 -5.39 0.82
H 0.75 -4.29 0.51
H -0.61 -3.79 1.65
H -2.21 -3.82 -0.46
H -0.75 -4.16 -1.42
H -1.99 -2.04 1.08
H -1.76 -0.55 -0.01
H 0.86 -1.18 0.58
H 0.09 -1.67 2.12
H -0.06 2.96 0.46
H 3.93 2.59 -0.67
H 0.23 0.02 -1.34
H 1.89 0.67 -1.84
H 0.87 2.92 -2.25
H -0.75 2.27 -1.67
H -0.39 0.42 -3.53
H 0.72 1.69 -4.28
H -1.17 2.81 -5.15
H -1.79 3.01 -3.47
H -3.41 1.87 -5.07
H -3.10 0.92 -3.58
H -1.19 -0.28 -5.33
H -2.33 0.50 -6.54
H -2.89 -1.88 -6.12
H -2.95 -1.69 -4.34
H -4.97 -0.01 -4.63
H -4.98 -0.51 -6.41
H -4.50 -3.67 -5.54
H -6.25 -3.66 -5.95
H -5.08 -2.65 -6.92
H 2.84 -0.23 2.19
H 3.93 1.02 1.52
H 4.02 0.18 -0.69
H 2.77 -1.06 -0.51
H 2.35 2.23 3.38
H 2.12 3.85 2.66
H 1.61 3.05 5.56
H -0.37 3.09 7.17
H -3.70 2.08 6.32
H -3.84 3.86 6.38
H -2.82 2.92 7.61
H -3.16 2.98 3.75
H -1.25 2.94 2.20

Values from the calculation:
Total charge   -1
ΔE to the lowest compared entry with this formula, charge and spin   266.2 kJ/mol
DFT total energy   -71680.5703 eV
Multiplicity   1
M   799.63 g mol⁻¹
E_LUMO   0.0900 hartree

Mulliken atomic charge list, values in e, 8 entries: C -0.84; C -0.37; O -0.36; C -0.88; C 0.54; O -0.72; Ta 0.48; S -0.45


(4)
C6H11FNO2 | ωB97M-V/def2-TZVPD

CARTESIAN COORDINATES (ANGSTROEM)
C 2.11 -1.20 0.31
C 1.85 -0.12 -0.72
C 1.45 1.22 -0.13
C -0.05 1.37 0.06
O -0.54 0.67 1.17
N -0.96 -0.66 0.80
C -2.38 -0.64 0.79
C -2.95 -0.31 -0.58
O -3.40 0.69 -0.91
F -2.84 -1.30 -1.49
H 3.07 -1.11 0.80
H 1.33 -1.26 1.07
H 2.11 -2.16 -0.20
H 1.12 -0.46 -1.43
H 2.78 0.03 -1.26
H 1.72 1.98 -0.86
H 1.99 1.47 0.78
H -0.33 2.43 0.11
H -0.52 0.97 -0.83
H -2.83 0.04 1.51
H -2.72 -1.66 1.02

Values from the calculation:
Total charge   -1
ΔE to the lowest compared entry with this formula, charge and spin   0.0 kJ/mol
DFT total energy   -14701.1584 eV
Multiplicity   1
M   148.16 g mol⁻¹
SMILES   CCCCO[N-]CC(=O)F
E_LUMO   0.1494 hartree

Mulliken atomic charge list, values in e, 8 entries: C -1.22; C -0.43; C -0.67; C -0.33; O -0.31; N -0.63; C -0.49; C 0.42